(1)
# C5H10O

A single C5H10O molecule (ωB97M-V/def2-TZVPD, the Open Molecules 2025 dataset).

M   86.1 g mol⁻¹
E_HOMO   -0.305 hartree
E   -271.64591 hartree
Maximum force   0.03495 hartree/bohr

Structure (XYZ):
```
16
Properties=species:S:1:pos:R:3:forces:R:3
H 2.170 0.724 -0.613 0.00 -0.23 0.04
C 0.792 -0.639 0.367 0.02 -0.17 0.09
H 2.931 -0.767 -0.005 -0.14 0.03 -0.07
C -1.776 -0.494 0.502 -0.09 -0.01 0.04
C -0.273 1.400 -0.346 0.37 -0.64 -0.19
O -1.317 2.169 -0.087 1.10 0.01 -0.30
H 1.940 -0.801 -1.475 0.02 0.04 0.15
C 2.034 -0.353 -0.478 0.02 -0.04 -0.04
H -0.743 2.927 -0.286 -1.37 1.12 0.32
H -1.924 -1.572 0.387 -0.02 0.11 0.05
H -0.550 -0.350 -1.284 0.00 -0.03 0.11
H -1.711 -0.268 1.572 -0.02 -0.04 -0.16
H -2.652 0.024 0.101 0.09 -0.12 0.09
H 0.657 -1.719 0.487 0.02 0.07 0.02
C -0.509 -0.052 -0.219 0.03 -0.02 0.02
H 0.930 -0.229 1.378 -0.04 -0.08 -0.16
```
Positions in Å, forces in eV/Å.

---

(2)
# C5H10O

A single C5H10O molecule (ωB97M-V/def2-TZVPD, the Open Molecules 2025 dataset).

M   86.1 g mol⁻¹
E_HOMO   -0.250 hartree
E   -271.55033 hartree
Maximum force   0.02536 hartree/bohr

Structure (XYZ):
```
16
Properties=species:S:1:pos:R:3:forces:R:3
C 0.713 0.584 0.217 0.35 0.01 0.02
C -0.197 0.246 -0.965 0.62 0.06 0.12
H -2.794 0.349 0.064 -0.16 -0.14 -0.01
O -0.971 -0.672 -0.111 -0.10 0.82 -1.01
C 2.081 -0.042 0.091 0.22 0.02 0.11
H -0.763 1.096 -1.361 -0.14 -0.57 0.41
H 2.632 0.022 1.031 0.12 -0.03 -0.07
H 0.163 -0.353 -1.800 0.35 0.19 0.03
H 0.174 -0.996 1.695 -0.31 -0.05 -0.30
H -2.914 -1.291 -0.645 -0.22 -0.18 0.45
C -0.267 -0.180 1.111 -0.03 0.27 0.03
H 0.752 1.653 0.428 0.12 -0.07 0.01
C -2.407 -0.331 -0.711 -0.92 -0.27 0.30
H 2.655 0.465 -0.692 0.00 -0.10 0.14
H 1.981 -1.096 -0.192 0.07 0.12 0.08
H -0.937 0.414 1.742 0.02 -0.09 -0.30
```
Positions in Å, forces in eV/Å.

---

(3)
# C5H10O

A single C5H10O molecule (ωB97M-V/def2-TZVPD, the Open Molecules 2025 dataset).

Structure (SMILES)   CCOC1CC1
M   86.1 g mol⁻¹
E_HOMO   -0.342 hartree
E   -271.69879 hartree
Maximum force   0.00545 hartree/bohr

Structure (XYZ):
```
16
Properties=species:S:1:pos:R:3:forces:R:3
O 0.234 0.204 -0.372 -0.07 0.01 -0.06
H 3.481 -0.083 0.290 -0.17 0.06 -0.05
H -0.881 -1.511 0.044 -0.03 0.12 -0.02
H 2.601 1.365 -0.255 0.02 -0.13 0.01
C -2.158 0.092 -0.816 -0.09 0.00 -0.16
H -1.969 0.965 -1.431 -0.06 -0.10 0.04
H 1.334 -1.338 0.455 -0.04 0.14 -0.02
H -1.816 1.286 1.037 -0.02 -0.19 -0.10
C 2.591 0.272 -0.240 0.04 0.03 -0.02
C -2.045 0.285 0.680 -0.02 0.06 0.17
H -2.703 -0.297 1.319 0.15 0.08 -0.06
H 1.236 0.125 1.453 -0.05 -0.01 -0.16
H 2.633 -0.083 -1.274 0.03 0.05 0.14
C -0.973 -0.432 -0.092 -0.05 -0.19 0.01
H -2.888 -0.611 -1.213 0.17 0.18 0.13
C 1.322 -0.237 0.416 0.20 -0.11 0.14
```
Positions in Å, forces in eV/Å.

---

(4)
# C5H10O

A single C5H10O molecule (ωB97M-V/def2-TZVPD, the Open Molecules 2025 dataset).

Structure (SMILES)   CC/C=C/CO
M   86.1 g mol⁻¹
E_HOMO   -0.265 hartree
E   -271.55395 hartree
Maximum force   0.07484 hartree/bohr

Structure (XYZ):
```
16
Properties=species:S:1:pos:R:3:forces:R:3
C 0.991 0.126 -0.143 0.07 1.49 1.74
H 0.562 1.973 2.050 -0.05 -0.33 0.94
C -1.533 -0.923 -1.380 0.68 3.34 1.79
C 1.334 1.543 0.324 2.15 -1.16 1.69
C -1.067 -1.252 0.088 0.43 -3.44 0.51
H 2.367 1.416 0.769 -0.56 0.83 0.07
H -1.307 0.236 -1.312 -0.72 -1.91 -1.10
H -0.759 -1.363 -1.983 -0.22 -0.03 -0.87
H 1.472 2.135 -0.547 0.04 0.42 -0.90
C 0.146 -0.577 0.699 0.19 0.66 -1.52
O 0.458 2.297 1.171 0.32 -0.66 -1.33
H -2.614 -1.101 -1.725 1.81 -0.08 0.95
H 1.887 -0.342 -0.549 -0.94 -0.09 -2.22
H -1.888 -1.184 0.819 0.28 -0.30 -0.22
H 0.642 -0.665 1.713 -2.39 0.97 -0.06
H -0.691 -2.319 0.006 -1.10 0.28 0.53
```
Positions in Å, forces in eV/Å.

---

(5)
# C5H10O

A single C5H10O molecule (ωB97M-V/def2-TZVPD, the Open Molecules 2025 dataset).

Structure (SMILES)   C[C@H]1OC1(C)C
M   86.1 g mol⁻¹
E_HOMO   -0.364 hartree
E   -271.70790 hartree
Maximum force   0.02018 hartree/bohr

Structure (XYZ):
```
16
Properties=species:S:1:pos:R:3:forces:R:3
H 2.310 -1.227 0.077 -0.24 0.06 0.05
C 0.773 0.923 1.008 0.04 0.28 0.05
H -1.977 0.953 0.733 -0.17 -0.15 -0.11
C 1.711 -0.738 -0.698 0.08 -0.01 0.03
H 1.427 -1.486 -1.449 -0.10 0.18 0.23
H 1.309 0.338 1.766 -0.11 0.09 -0.17
H 2.369 -0.021 -1.202 -0.05 -0.06 0.05
H -2.677 -0.690 0.758 0.18 0.09 -0.11
H -0.152 1.282 1.460 0.13 0.04 -0.06
H 1.388 1.785 0.760 0.11 0.10 -0.06
C 0.511 0.044 -0.182 0.33 -0.03 0.27
C -2.149 0.048 0.143 0.19 -0.07 0.11
O -0.256 0.495 -1.305 0.12 0.04 0.02
H -0.768 -1.515 -0.678 -0.66 -0.03 -0.80
H -2.785 0.320 -0.712 0.09 -0.10 0.29
C -0.846 -0.460 -0.428 0.07 -0.42 0.22
```
Positions in Å, forces in eV/Å.

---

(6)
# C5H10O

A single C5H10O molecule (ωB97M-V/def2-TZVPD, the Open Molecules 2025 dataset).

M   86.1 g mol⁻¹
E_HOMO   -0.283 hartree
E   -271.55793 hartree
Maximum force   0.01151 hartree/bohr

Structure (XYZ):
```
16
Properties=species:S:1:pos:R:3:forces:R:3
C -1.092 -0.485 -0.009 0.02 -0.07 0.00
C -2.367 0.342 -0.158 -0.06 0.04 -0.01
C 0.148 0.399 0.128 -0.02 0.07 0.00
H -2.521 0.986 0.716 0.03 -0.09 -0.12
C 1.398 -0.469 0.300 -0.57 -0.08 0.13
H -1.178 -1.138 0.870 0.02 0.09 -0.12
H -2.315 0.988 -1.042 0.00 -0.09 0.12
H -3.248 -0.298 -0.262 0.13 0.09 0.02
H 3.382 0.140 -1.060 -0.08 -0.08 0.15
H 1.415 -1.058 1.212 0.03 0.11 -0.14
C 3.118 -0.121 0.013 0.25 0.34 -0.13
O 2.470 0.867 0.546 0.14 -0.34 -0.10
H 0.259 1.029 -0.762 -0.01 -0.09 0.11
H -0.978 -1.148 -0.878 -0.01 0.09 0.12
H 0.043 1.067 0.989 0.00 -0.09 -0.11
H 1.467 -1.101 -0.604 0.13 0.11 0.07
```
Positions in Å, forces in eV/Å.

---

(7)
# C5H10O

2 unconnected molecules or ions with the total composition C5H10O (ωB97M-V/def2-TZVPD, the Open Molecules 2025 dataset).

M   86.1 g mol⁻¹
E_HOMO (spin up / spin down)   -0.494 / -0.494 hartree
Net charge   +1
⟨S²⟩   0.775
Multiplicity   2
E   -271.35787 hartree
Maximum force   0.08233 hartree/bohr

Structure (XYZ):
```
16
Properties=species:S:1:pos:R:3:forces:R:3
H -1.024 6.290 -2.206 0.98 0.03 0.12
H 1.079 0.567 1.482 -0.24 0.31 0.42
C 0.246 -0.066 1.198 0.21 0.87 -1.39
H -2.144 -3.178 0.252 0.01 0.01 0.20
H -2.450 6.326 -2.413 -0.29 -0.49 0.39
H 2.562 -0.414 0.002 0.43 -0.05 -0.50
C 0.637 -1.100 0.382 0.14 -3.62 2.19
H -0.767 0.241 1.423 0.01 -0.30 0.25
H 0.409 -3.235 0.833 -0.07 -0.01 -0.65
C -1.492 -2.321 0.346 -0.03 0.86 -0.28
O -1.794 5.815 -1.910 -0.68 0.45 -0.50
H 2.055 -1.913 -0.916 0.44 0.29 0.18
C 2.063 -1.377 0.044 -0.08 0.96 -0.66
C -0.148 -2.357 0.506 0.38 1.29 0.31
H -1.863 -1.304 0.206 -0.59 -0.50 -0.12
H 2.632 -1.973 0.772 -0.61 -0.08 0.04
```
Positions in Å, forces in eV/Å.

---

(8)
# C5H10O2

A molecular structure, C5H10O2 (ωB97M-V/def2-TZVPD, the Open Molecules 2025 dataset).

M   102.1 g mol⁻¹
E_HOMO   -0.348 hartree
E   -346.90335 hartree
Maximum force   0.04712 hartree/bohr

Structure (XYZ):
```
17
Properties=species:S:1:pos:R:3:forces:R:3
H -2.970 -0.431 -0.384 0.36 0.26 0.08
H -0.087 1.990 -0.798 -0.74 -0.19 -0.04
C -1.974 -0.806 -0.113 0.18 -0.03 -0.02
H -1.324 0.952 1.016 0.32 -0.52 0.13
H 2.312 -0.382 1.416 -0.55 -1.44 0.57
H -2.074 -1.433 0.776 -0.15 -0.02 -0.17
C -0.957 0.240 0.267 1.35 -1.30 1.19
O 0.232 -0.925 1.173 -1.56 1.51 -1.06
C 1.487 -0.584 0.693 0.77 0.71 0.11
O 0.164 0.317 -1.912 0.03 -0.18 0.11
H 1.185 1.406 1.229 0.02 -0.02 -0.66
C 1.384 0.846 0.292 -1.39 0.68 -1.59
C 0.017 0.912 -0.649 2.06 -0.07 1.25
H 0.025 -0.635 -1.823 0.16 0.16 -0.02
H -1.626 -1.446 -0.928 -0.02 0.06 0.10
H 1.899 -1.244 -0.099 -0.40 0.18 0.22
H 2.305 1.214 -0.180 -0.45 0.18 -0.19
```
Positions in Å, forces in eV/Å.

---

(9)
# C5H10O2

A single C5H10O2 molecule (ωB97M-V/def2-TZVPD, the Open Molecules 2025 dataset).

M   102.1 g mol⁻¹
E_HOMO   -0.270 hartree
E   -346.80642 hartree
Maximum force   0.00767 hartree/bohr

Structure (XYZ):
```
17
Properties=species:S:1:pos:R:3:forces:R:3
C -1.869 0.439 0.936 -0.26 -0.04 0.08
H 2.330 -2.496 -0.542 -0.09 0.29 0.15
C -0.204 1.135 -0.102 0.15 0.19 -0.06
H 0.348 -0.877 0.428 0.04 0.07 -0.08
H -2.254 1.562 -0.972 0.13 -0.16 0.07
O 0.907 -0.991 -0.383 -0.20 0.06 0.03
C 2.171 -1.566 0.017 0.15 -0.04 0.01
H 2.156 -1.758 1.096 0.04 0.02 -0.26
H 0.992 0.658 -1.776 0.08 0.02 0.17
C 1.098 0.655 -0.676 -0.37 -0.11 -0.07
H -1.686 -0.121 -1.190 0.02 0.11 0.10
H 2.914 -0.804 -0.217 0.08 -0.24 0.08
H -2.305 -0.531 1.202 0.07 0.16 -0.05
O -0.449 0.478 1.201 0.12 0.02 0.07
C -1.651 0.758 -0.540 -0.03 -0.07 -0.13
H -2.379 1.235 1.493 0.06 -0.13 -0.09
H -0.116 2.224 0.026 0.01 -0.15 -0.03
```
Positions in Å, forces in eV/Å.

---

(10)
# C5H10O2

A single C5H10O2 molecule (ωB97M-V/def2-TZVPD, the Open Molecules 2025 dataset).

Structure (SMILES)   C/C=C/OOCC
M   102.1 g mol⁻¹
E_HOMO   -0.328 hartree
E   -346.84971 hartree
Maximum force   0.00711 hartree/bohr

Structure (XYZ):
```
17
Properties=species:S:1:pos:R:3:forces:R:3
H 0.528 0.651 2.809 -0.06 -0.01 -0.07
H -1.787 -1.082 1.761 0.02 0.11 0.07
H 1.768 -0.114 -3.645 -0.09 -0.03 0.03
H 0.640 -1.092 2.474 -0.08 0.15 0.11
C 1.038 -0.510 -2.933 -0.05 0.04 -0.14
H 1.897 0.378 -1.100 -0.11 -0.09 -0.03
C -1.383 -0.316 2.430 -0.04 0.02 -0.07
H 0.059 -0.581 -3.416 0.12 0.07 0.00
C 0.110 -0.168 2.211 0.00 0.01 0.24
H -1.586 -0.622 3.464 0.05 0.12 -0.17
O -0.129 1.112 0.227 -0.04 -0.13 0.06
C -0.133 0.744 -1.104 0.15 -0.24 -0.23
C 0.978 0.291 -1.675 -0.10 0.00 0.08
H -1.887 0.633 2.234 -0.03 -0.17 0.04
H -1.120 0.728 -1.569 0.15 0.01 0.14
O 0.497 -0.052 0.861 0.17 -0.07 0.04
H 1.353 -1.532 -2.677 -0.05 0.21 -0.11
```
Positions in Å, forces in eV/Å.

---

(11)
# C5H10O2

A single C5H10O2 molecule (ωB97M-V/def2-TZVPD, the Open Molecules 2025 dataset).

Structure (SMILES)   CO[C@H]1C[C@H]1CO
M   102.1 g mol⁻¹
E_HOMO   -0.354 hartree
E   -346.91524 hartree
Maximum force   0.01428 hartree/bohr

Structure (XYZ):
```
17
Properties=species:S:1:pos:R:3:forces:R:3
C -0.465 0.709 0.417 -0.36 0.32 -0.21
H -1.040 1.599 0.215 0.10 0.31 -0.07
H -2.524 0.444 -1.293 0.15 0.00 0.00
C -1.940 -0.465 -1.108 0.04 0.22 -0.04
H -1.185 -0.583 -1.898 0.00 0.13 0.18
O 0.841 -1.636 0.411 0.20 -0.59 -0.16
H 0.902 0.121 2.203 -0.47 -0.07 -0.24
C 0.568 0.899 1.521 -0.33 -0.06 0.08
H 0.584 1.897 1.961 -0.12 -0.26 -0.17
H -0.113 -1.457 0.239 0.66 -0.24 0.22
C 1.019 0.740 0.096 -0.25 -0.20 -0.16
H 1.656 -0.755 -1.306 -0.06 -0.09 0.15
H 1.446 1.598 -0.434 -0.26 -0.36 0.07
H 2.628 -0.740 0.173 -0.19 0.19 -0.10
C 1.603 -0.631 -0.211 0.17 0.09 -0.19
O -1.347 -0.423 0.198 0.35 0.36 0.18
H -2.631 -1.318 -1.184 0.38 0.23 0.44
```
Positions in Å, forces in eV/Å.

---

(12)
# C5H10O2

A single C5H10O2 molecule (ωB97M-V/def2-TZVPD, the Open Molecules 2025 dataset).

M   102.1 g mol⁻¹
E_HOMO (spin up / spin down)   -0.298 / -0.313 hartree
E   -346.83924 hartree
Maximum force   0.01070 hartree/bohr

Structure (XYZ):
```
17
Properties=species:S:1:pos:R:3:forces:R:3
C -1.188 0.346 0.368 -0.19 0.21 0.09
H 2.397 1.418 -1.556 -0.12 -0.06 0.00
H -1.466 0.888 1.280 0.06 -0.07 -0.12
O -1.453 -1.015 0.444 0.13 0.02 -0.12
C 0.385 0.804 0.166 -0.11 -0.49 -0.22
H 0.815 0.132 0.997 0.02 0.03 -0.14
H -1.734 0.752 -0.485 0.13 -0.02 0.13
H -0.110 -1.495 1.958 -0.14 -0.04 0.00
C 1.634 0.776 -2.020 0.04 -0.08 0.06
H 2.068 0.132 -2.788 -0.11 0.07 0.19
C -1.175 -1.595 1.700 0.08 -0.11 0.22
H 0.949 1.502 -2.490 0.04 -0.08 0.14
O 0.525 2.066 0.305 0.03 0.16 -0.01
C 0.886 0.073 -0.965 0.05 0.13 -0.14
H -1.423 -2.657 1.629 0.04 0.18 0.01
H -1.772 -1.138 2.501 0.06 -0.02 -0.17
H 0.664 -0.991 -1.043 -0.01 0.18 0.09
```
Positions in Å, forces in eV/Å.

---

(13)
# C5H10O2

2 unconnected molecules or ions with the total composition C5H10O2 (ωB97M-V/def2-TZVPD, the Open Molecules 2025 dataset).

Structure (SMILES)   C=C/C(O)=C/C.O
M   102.1 g mol⁻¹
E_HOMO   -0.319 hartree
E   -346.85346 hartree
Maximum force   0.09565 hartree/bohr

Structure (XYZ):
```
17
Properties=species:S:1:pos:R:3:forces:R:3
H 0.326 -1.128 2.970 1.00 0.91 1.72
H 0.150 -1.106 1.508 0.44 0.38 -0.83
O -0.143 -1.547 2.291 -1.29 -1.55 -0.63
H -0.908 2.844 1.001 -1.15 0.57 0.00
H 2.033 -1.426 -1.084 0.02 -0.53 -0.43
C -0.419 -0.216 -0.326 -1.61 3.64 2.88
C -0.931 2.075 0.248 0.22 1.20 -0.26
H 2.420 -0.112 -2.124 -1.33 -0.78 -0.46
H -1.091 2.298 -0.802 1.40 0.43 -0.10
H -1.694 0.627 1.285 -0.47 -1.08 2.98
H 1.323 1.080 -0.423 -0.64 -0.43 0.49
C -0.900 0.815 0.650 -0.12 -0.69 -2.60
C 1.534 -0.696 -1.731 1.22 0.39 0.68
O -1.413 -1.146 -0.575 1.30 -0.93 -0.39
H -1.937 -1.302 0.248 0.79 0.38 -0.79
C 0.820 0.162 -0.718 -0.78 -2.54 -2.45
H 0.830 -1.222 -2.418 0.98 0.63 0.19
```
Positions in Å, forces in eV/Å.

---

(14)
# C5H10O2

A single C5H10O2 molecule (ωB97M-V/def2-TZVPD, the Open Molecules 2025 dataset).

Structure (SMILES)   OC[C@H]1CCCO1
M   102.1 g mol⁻¹
E_HOMO   -0.357 hartree
E   -346.97618 hartree
Maximum force   0.00768 hartree/bohr

Structure (XYZ):
```
17
Properties=species:S:1:pos:R:3:forces:R:3
C -1.787 0.292 0.257 -0.04 0.10 -0.03
C 1.747 -0.868 -0.026 -0.24 -0.25 0.19
H 0.256 -0.585 -1.537 -0.06 0.00 0.14
H -2.432 0.374 1.140 0.12 0.00 -0.26
H 1.875 -0.633 1.045 0.03 0.01 -0.20
H -1.136 -1.807 0.065 0.02 0.13 0.03
O 2.812 -0.372 -0.802 0.00 0.28 -0.03
C 0.399 -0.338 -0.472 -0.06 -0.16 0.01
H -0.787 2.085 1.017 0.00 -0.03 -0.10
H 1.750 -1.959 -0.135 0.03 0.15 0.02
H -2.423 0.140 -0.623 0.11 0.02 0.15
H 2.711 0.589 -0.815 0.09 -0.10 -0.03
O 0.393 1.081 -0.324 0.14 -0.05 -0.01
C -0.762 -0.832 0.387 0.09 -0.16 0.04
H -0.427 -0.921 1.429 -0.02 0.00 -0.15
H -1.292 2.220 -0.682 0.06 -0.09 0.12
C -0.896 1.534 0.077 -0.27 0.16 0.10
```
Positions in Å, forces in eV/Å.